Density functional theory data (the ωB97M-V functional and the def2-TZVPD basis) for a 2-piece molecular cluster, C3H4N2O overall in a non-equilibrium geometry.

Atoms and positions in Å:
O -1.595 -0.343 1.649
N -0.563 0.950 -0.930
N 1.882 1.457 -0.703
C 0.441 -1.439 0.752
C 0.747 1.242 -0.823
C -0.637 -0.854 1.213
H 0.616 -1.489 -0.315
H 1.169 -1.815 1.455
H -1.181 1.581 -0.438
H -0.880 0.709 -1.859

Structure (SMILES) = C=C=O.N#CN
Orbital gap = 9.68 eV
Energy above the lowest of the compared OMol25 structures with the same formula, charge and spin = 47.5 kcal/mol
HOMO level = -9.270 eV
Multiplicity = 1

=====

Density functional theory data (the ωB97M-V functional and the def2-TZVPD basis) for a 2-piece molecular cluster, C4H10O3 overall in a non-equilibrium geometry.

Atoms and positions in Å:
O 0.428 0.817 -2.085
O -1.394 -0.923 3.442
O 1.771 -0.437 -4.084
C -1.449 -0.401 2.207
C -0.232 0.768 0.225
C 0.381 -0.002 -0.941
C -0.087 -0.001 1.575
H 0.363 0.684 2.300
H 0.597 -0.852 1.468
H -1.916 -1.099 1.453
H 0.311 1.704 0.310
H 0.938 0.376 -2.828
H -2.046 0.546 2.153
H -1.305 0.865 0.058
H 1.409 -0.254 -0.640
H -0.163 -0.938 -1.143
H 2.394 -0.852 -3.469

Orbital gap = 6.88 eV
Energy above the lowest of the compared OMol25 structures with the same formula, charge and spin = 4.9 kcal/mol
HOMO level = 0.088 eV
Charge = -2
Multiplicity = 1

=====

Density functional theory data (the ωB97M-V functional and the def2-TZVPD basis) for C28H43F5MgNO4SSbSe2 as an isolated structure.

Atoms and positions in Å:
Sb -3.234 0.327 -0.495
Se 3.625 -0.240 0.092
Se 0.870 -1.419 1.811
S -1.960 6.267 -1.799
Mg -0.476 0.278 -0.228
F -0.908 -3.499 -5.785
F 0.930 0.567 -4.290
F 0.171 -1.060 -6.305
F -0.480 -2.668 -1.161
F -1.227 -4.299 -3.189
O -2.191 7.281 -0.789
O -1.274 6.698 -2.998
O 0.640 -0.228 -1.670
O -3.109 5.394 -2.049
N 0.804 1.686 0.774
C -0.232 4.131 -1.801
C 4.761 -0.664 1.610
C -2.634 2.060 -2.861
C -3.765 1.407 2.255
C 0.025 -1.460 -5.043
C 0.420 -0.634 -4.006
C -0.698 5.063 0.359
C 2.193 -2.620 1.009
C -0.285 -2.272 -2.446
C -0.684 -3.110 -3.470
C -3.411 -0.198 -3.523
C -0.165 -2.820 2.672
C 0.382 3.037 -1.211
C -5.538 -1.563 0.431
C -5.733 1.782 0.764
C -4.021 -2.560 -1.269
C -0.529 -2.705 -4.782
C -4.209 1.753 0.833
C -0.085 3.974 0.965
C -3.648 0.959 -2.556
C 0.402 2.944 0.176
C 2.896 -2.023 -0.190
C 0.275 -1.010 -2.665
C -5.064 1.496 -2.728
C -4.094 -1.637 -0.055
C -3.209 -2.213 1.050
C -0.833 5.106 -1.020
C -3.657 3.116 0.434
H 3.710 -2.679 -0.500
H -3.581 -3.201 1.339
H -3.416 0.208 -4.540
H -4.241 -3.582 -0.940
H -5.214 1.742 -3.784
H -4.762 -2.298 -2.023
H -2.442 -0.680 -3.375
H -2.738 2.945 -2.232
H 5.352 0.224 1.820
H -6.197 0.876 1.147
H -5.619 -1.062 1.396
H -1.134 5.861 0.946
H 0.821 2.253 -1.820
H 0.476 -3.356 3.367
H -6.103 1.963 -0.242
H -4.161 0.448 2.593
H -3.954 3.858 1.182
H -0.027 3.906 2.047
H -0.571 -3.501 1.929
H -2.568 3.123 0.389
H -4.189 -0.957 -3.473
H -5.917 -2.582 0.561
H 2.214 -1.901 -1.023
H -2.181 -2.337 0.702
H -6.193 -1.056 -0.278
H -3.037 -2.574 -1.739
H -2.675 1.388 2.353
H 0.879 1.772 1.782
H -0.294 4.214 -2.879
H -5.826 0.765 -2.447
H -0.974 -2.347 3.222
H 5.431 -1.481 1.353
H 4.171 -0.914 2.489
H -6.076 2.615 1.387
H -4.137 2.177 2.937
H -4.030 3.478 -0.523
H 2.898 -2.862 1.803
H -2.784 2.392 -3.894
H 1.719 1.374 0.439
H -1.605 1.693 -2.793
H -3.196 -1.586 1.945
H -5.223 2.415 -2.165
H 1.665 -3.531 0.728

Orbital gap = 7.28 eV
Energy above the lowest of the compared OMol25 structures with the same formula, charge and spin = 0.7 kcal/mol
HOMO level = -7.822 eV
Multiplicity = 1

=====

Density functional theory data (the ωB97M-V functional and the def2-TZVPD basis) for a single C9H9N molecule in a non-equilibrium geometry.

Atoms and positions in Å:
N 0.396 0.711 -0.061
C 2.668 -1.033 0.173
C -2.034 1.114 0.101
C 1.342 -1.485 0.045
C -2.428 -0.130 0.224
C 2.828 0.357 -0.030
C -0.666 1.558 -0.070
C 0.249 -0.636 -0.150
C 1.732 1.218 0.023
C -3.246 -1.165 -0.064
H 3.608 -1.495 0.329
H -3.315 -2.093 0.543
H 1.701 2.335 0.047
H -3.788 -1.242 -0.969
H -0.772 -0.871 -0.416
H 1.055 -2.487 0.023
H -0.353 2.521 -0.218
H 3.860 0.885 0.025
H -2.837 1.936 0.447

Orbital gap (alpha / beta) = 6.83 / 6.83 eV
Energy above the lowest of the compared OMol25 structures with the same formula, charge and spin = 95.9 kcal/mol
HOMO level (alpha / beta) = -6.518 / -6.517 eV
Multiplicity = 1